{"formula": "C6H9I", "method": "ωB97M-V/def2-TZVPD", "s2": 2.01, "homo_lumo_gap_ev": [6.0, 7.3], "spin_multiplicity": 3, "fmax_ev_per_a": 9.3, "e_above_lowest_kcal_mol": 67.3, "elements": ["C", "H", "C", "H", "H", "H", "H", "H", "H", "C", "C", "C", "H", "H", "I", "C"], "positions_angstrom": [[2.09647, 0.03118, -0.54301], [0.19515, 0.41722, 0.23165], [1.79237, -1.03390, -1.30071], [-2.64157, 1.58286, 0.78592], [-0.49732, -2.16956, 1.03525], [-3.77087, 0.23769, 0.70432], [0.82438, -1.26482, -1.53966], [1.67393, 1.19591, 1.23098], [-2.81726, 0.73948, -0.77503], [-2.78701, 0.51552, 0.35367], [-1.78453, -0.47229, 0.66197], [1.13710, 0.87608, 0.28029], [1.08794, 1.90613, -0.22597], [2.49301, -1.62237, -1.90135], [4.13965, 0.41332, -0.09864], [-1.14146, -1.35246, 1.10032]], "forces_ev_per_a": [[2.6052, 7.2679, 5.1775], [-1.0996, -0.2494, 0.8345], [0.5277, -6.3225, -4.3466], [0.3064, -1.8693, -0.3655], [0.6729, -0.7936, 0.6005], [-0.2143, -0.3750, -0.1235], [-2.5092, -0.4416, -0.2343], [-1.4351, -0.9460, -0.5923], [-0.1330, -0.6193, 1.5602], [-0.0452, 3.1013, -1.5143], [-2.4497, 2.1535, -0.0138], [3.5230, 1.9587, -1.3236], [-0.3009, -1.0623, 0.2907], [0.0127, 0.5690, 0.3617], [-0.8780, -0.4455, -0.2691], [1.4170, -1.9260, -0.0421]]}